Record 1
{
  "formula": "C4H5NO",
  "method": "the ωB97M-V functional and the def2-TZVPD basis",
  "total_energy_ev": -7762.6658,
  "orbital_gap_ev": 8.44,
  "e_lumo_ha": 0.013,
  "relative_energy_ev": 3.8606,
  "symbols": ["O", "C", "C", "N", "C", "C", "H", "H", "H", "H", "H"],
  "coordinates": [[2.1872, -0.2951, 0.2893], [0.8694, 0.0688, 0.0832], [-0.0164, -0.8627, -0.6255], [-1.2209, -0.4267, -0.3464], [-1.1920, 0.6211, 0.6136], [0.0788, 0.9133, 1.0397], [2.5247, 0.3581, 0.9176], [0.2012, -1.6211, -1.3690], [-2.0502, -0.7168, -0.8513], [-2.1468, 1.0458, 0.8998], [0.7652, 0.9151, -0.6512]],
  "forces_ev_per_angstrom": [[0.1, 0.1, 0.1], [0.0, -0.2, 0.2], [-0.1, 0.5, -0.1], [0.1, -0.1, 0.0], [-0.1, 0.1, 0.2], [-0.3, -0.2, -0.4], [0.0, -0.1, 0.0], [-0.1, 0.1, 0.2], [0.1, -0.1, 0.1], [0.1, -0.1, 0.0], [0.1, 0.1, -0.3]],
  "mulliken_charge": [-0.490, 0.584, -0.415, 0.025, -0.343, -0.889, 0.335, 0.393, 0.243, 0.355, 0.203]
}


Record 2
{
  "formula": "C2H8S",
  "method": "the ωB97M-V functional and the def2-TZVPD basis",
  "total_energy_ev": -13038.6997,
  "smiles": "CC.S",
  "orbital_gap_ev": 10.70,
  "e_lumo_ha": 0.032,
  "relative_energy_ev": 0.0612,
  "symbols": ["C", "C", "H", "H", "H", "H", "H", "H", "S", "H", "H"],
  "coordinates": [[-1.7668, -0.9374, 0.5623], [-1.9137, 0.2506, -0.3754], [-0.8179, -0.8111, 1.0889], [-1.7317, -1.9026, 0.0763], [-2.5483, -0.9129, 1.3217], [-0.9423, 0.4889, -0.8024], [-2.5674, 0.1181, -1.2393], [-2.2344, 1.1473, 0.1559], [1.8747, 0.2713, -0.0203], [2.1741, 0.3552, -1.3086], [2.0178, 1.5964, 0.1158]],
  "forces_ev_per_angstrom": [[0.1, 0.6, 0.5], [0.3, 0.2, -0.5], [-0.1, -0.2, 0.1], [-0.2, -0.2, -0.2], [-0.1, -0.3, -0.1], [0.1, 0.1, -0.1], [-0.3, -0.2, 0.3], [-0.1, -0.1, 0.1], [0.1, 0.1, 0.3], [0.1, -0.1, -0.4], [0.0, 0.0, 0.1]],
  "mulliken_charge": [-0.719, -0.689, 0.179, 0.274, 0.278, 0.170, 0.291, 0.258, -0.373, 0.163, 0.168]
}


Record 3
{
  "formula": "C27H41BrN2NiP2",
  "method": "the ωB97M-V functional and the def2-TZVPD basis",
  "spin_multiplicity": 3,
  "total_charge": 2,
  "total_energy_ev": -161288.7427,
  "orbital_gap_ev": [4.93, 4.26],
  "s_squared": 2.183,
  "e_lumo_ha": [-0.295, -0.320],
  "relative_energy_ev": 1.6518,
  "symbols": ["C", "C", "C", "C", "N", "C", "C", "C", "C", "C", "C", "C", "C", "C", "Ni", "P", "H", "H", "H", "H", "H", "H", "H", "H", "C", "C", "H", "H", "H", "H", "H", "C", "C", "H", "H", "H", "H", "H", "C", "C", "H", "H", "H", "H", "H", "Br", "P", "C", "C", "H", "H", "H", "H", "H", "C", "C", "H", "H", "H", "H", "H", "C", "C", "H", "H", "H", "H", "H", "C", "C", "N", "H", "H", "H"],
  "coordinates": [[3.2637, 5.5982, -0.9723], [2.1206, 5.0107, -1.5459], [2.1783, 4.6192, -2.8972], [3.3920, 4.7611, -3.5762], [4.4457, 5.3390, -3.0201], [4.4253, 5.6913, -1.7438], [0.9848, 4.7300, -0.7400], [0.0494, 4.5639, 0.0331], [-0.8166, 3.7706, 0.8170], [-0.4953, 3.5932, 2.1702], [-0.9445, 2.4489, 2.8151], [-1.5124, 1.4680, 2.0178], [-2.0799, 1.7188, 0.7493], [-1.7590, 2.9464, 0.1646], [-1.4865, -0.2067, 2.7877], [0.4385, -0.3505, 1.2854], [1.2956, 4.2179, -3.3838], [3.2242, 5.9566, 0.0542], [3.4827, 4.4228, -4.6104], [5.3391, 6.0975, -1.3010], [-2.1264, 3.2500, -0.8202], [0.2099, 4.2853, 2.6468], [-2.6266, 0.9392, 0.2013], [-0.6774, 2.1990, 3.8445], [1.1367, -2.0578, 1.1949], [2.3339, -2.2652, 0.2707], [0.3001, -2.6946, 0.8780], [1.3835, -2.3617, 2.2183], [2.7251, -3.2869, 0.3625], [2.0823, -2.1212, -0.7878], [3.1758, -1.6030, 0.5043], [0.4269, 0.1980, -0.4896], [1.7228, 0.7511, -1.0805], [-0.3417, 0.9757, -0.5401], [0.0589, -0.6512, -1.0889], [1.5931, 0.9143, -2.1615], [1.9925, 1.7323, -0.6612], [2.5656, 0.0588, -0.9577], [1.6908, 0.7845, 2.0492], [3.1587, 0.4116, 1.9836], [1.3864, 0.8728, 3.0971], [1.5182, 1.7585, 1.5805], [3.7347, 1.1232, 2.5918], [3.3297, -0.5940, 2.3864], [3.5429, 0.4830, 0.9578], [-2.1540, -2.3533, 2.7795], [-1.9964, -2.8526, -1.1439], [-0.8707, -3.3750, -2.4669], [-1.3237, -4.5842, -3.2751], [0.0715, -3.6049, -1.9322], [-0.6601, -2.5094, -3.1147], [-0.5222, -4.8951, -3.9546], [-1.5359, -5.4394, -2.6266], [-2.2052, -4.3624, -3.8872], [-3.2541, -4.1211, -0.7027], [-4.7143, -3.9236, -1.1340], [-3.1901, -4.0834, 0.4005], [-2.8849, -5.1043, -1.0202], [-5.3485, -4.6844, -0.6526], [-5.1172, -2.9512, -0.8115], [-4.8445, -4.0354, -2.2220], [-2.9777, -1.4213, -1.7501], [-3.4330, -1.4951, -3.2051], [-2.3392, -0.5349, -1.5870], [-3.8340, -1.3035, -1.0652], [-3.9451, -0.5651, -3.4750], [-2.5923, -1.5986, -3.8987], [-4.1456, -2.3059, -3.3930], [0.8287, -1.3432, 6.5857], [0.3471, -1.1491, 5.2173], [-0.0793, -0.7580, 4.1965], [0.1940, -0.7813, 7.2969], [1.8615, -0.9611, 6.6664], [0.8229, -2.4022, 6.8912]],
  "forces_ev_per_angstrom": [[-0.1, -0.3, -0.1], [0.8, 0.2, -0.6], [0.2, -0.1, 0.4], [-0.9, 0.4, 0.2], [1.0, -0.6, -0.2], [-0.8, 0.4, 0.4], [-1.5, 0.5, 1.2], [1.5, 0.2, -1.7], [-0.2, -0.3, 0.4], [-0.2, 0.4, 0.2], [0.8, -0.1, -0.5], [-0.9, 0.6, -0.1], [0.8, 0.4, 0.4], [-0.3, -0.1, 0.2], [1.1, -1.5, -1.1], [0.7, 0.8, -0.3], [0.2, -0.1, 0.0], [0.1, -0.2, -0.2], [0.0, 0.2, 0.2], [-0.3, 0.0, -0.3], [0.2, -0.3, 0.3], [-0.5, -0.2, -0.1], [0.2, 0.5, 0.3], [0.2, 0.3, -0.3], [-0.4, -0.2, 0.4], [0.5, 0.1, -0.4], [0.1, 0.1, 0.2], [-0.1, 0.0, -0.1], [-0.3, 0.2, 0.1], [0.0, 0.0, 0.2], [-0.3, -0.2, -0.1], [-0.9, -0.1, 0.1], [0.5, 0.1, -0.1], [0.2, -0.2, -0.1], [0.1, 0.1, 0.2], [-0.1, -0.1, 0.3], [-0.1, -0.4, 0.0], [-0.2, 0.3, -0.1], [-0.7, 0.0, 0.4], [0.4, -0.1, -0.1], [0.1, 0.1, -0.2], [-0.1, -0.1, 0.1], [-0.2, -0.2, -0.1], [0.1, 0.3, -0.1], [0.0, -0.1, 0.4], [-0.8, -1.2, -0.4], [-2.2, -0.1, -1.4], [1.1, 0.1, 0.4], [-0.2, -0.4, -0.2], [-0.2, 0.0, -0.4], [-0.1, -0.1, 0.3], [-0.1, 0.2, 0.2], [0.0, 0.1, -0.2], [0.1, -0.1, 0.2], [0.5, -0.3, 0.9], [-0.3, 0.3, -0.3], [-0.2, -0.3, -0.2], [0.0, 0.2, 0.2], [0.4, 0.2, -0.1], [0.1, -0.4, -0.2], [0.1, 0.1, 0.4], [0.4, 0.8, 0.9], [-0.1, -0.2, -0.5], [-0.2, -0.2, -0.2], [0.4, -0.1, -0.2], [0.1, -0.1, 0.2], [-0.1, 0.0, 0.1], [0.3, 0.1, 0.1], [0.3, -0.4, 0.4], [-1.2, 1.8, -2.0], [1.3, -0.7, 3.2], [0.2, -0.2, -0.5], [-0.4, -0.2, -0.1], [0.0, 0.4, -0.3]],
  "lowdin_spin": [-0.003, -0.001, -0.003, 0.001, -0.003, 0.001, -0.013, 0.000, -0.017, -0.010, -0.031, -0.098, -0.009, -0.001, 1.207, -0.071, 0.000, 0.000, 0.000, 0.000, -0.001, -0.001, 0.001, -0.002, -0.008, -0.006, 0.012, 0.001, -0.002, 0.000, 0.000, 0.003, -0.001, 0.000, 0.005, 0.000, 0.000, 0.000, -0.004, -0.002, 0.000, 0.000, 0.000, 0.000, 0.000, 0.088, 0.580, 0.085, 0.025, 0.011, 0.002, 0.005, 0.001, 0.000, 0.070, 0.019, 0.013, 0.002, 0.004, 0.001, 0.000, 0.070, 0.030, 0.005, -0.001, 0.006, 0.001, 0.000, 0.000, 0.001, 0.038, 0.000, 0.000, 0.000]
}


Record 4
{
  "formula": "C5H15N2O",
  "method": "the ωB97M-V functional and the def2-TZVPD basis",
  "total_charge": 1,
  "total_energy_ev": -10437.4998,
  "orbital_gap_ev": 3.87,
  "e_lumo_ha": -0.308,
  "relative_energy_ev": 13.0611,
  "symbols": ["C", "C", "C", "C", "C", "N", "N", "H", "H", "H", "H", "H", "H", "H", "H", "H", "H", "H", "H", "H", "H", "H", "O"],
  "coordinates": [[-1.4538, -1.5063, 0.8446], [-0.1128, -0.9493, 0.4042], [-0.3624, 0.3284, -0.4063], [0.6149, 1.5272, -0.1999], [2.1338, 1.2740, -0.5510], [2.7810, 0.4406, 0.4002], [0.8259, -1.8003, -0.2130], [-1.3131, -2.0287, 1.7912], [-2.1733, -0.5168, 1.1202], [-2.1075, -1.9915, 0.1264], [0.2984, -0.5803, 1.3827], [-0.2393, 0.0417, -1.4587], [-1.4671, 0.6078, -0.2524], [0.3632, 2.3345, -0.8760], [2.4133, 2.3373, -0.4842], [2.3496, 0.9510, -1.5810], [0.6014, 1.7757, 0.8544], [3.6374, 0.8916, 0.7524], [0.5810, -2.1190, -1.1460], [1.8147, -1.5783, -0.0239], [-2.5580, 0.0872, 1.5418], [-3.6830, 0.2587, -1.3217], [-2.9443, 0.2148, -0.7041]],
  "forces_ev_per_angstrom": [[1.0, -2.0, 0.2], [0.0, 2.3, 1.6], [2.0, 1.7, -1.3], [-2.6, -3.2, 0.3], [2.1, 1.1, 2.0], [-0.6, 0.4, -2.3], [0.1, -0.6, 0.2], [-0.6, 0.0, 0.0], [-0.1, -0.2, -0.3], [-0.1, 0.3, 0.0], [0.3, -0.3, -0.7], [-0.6, 0.1, 0.0], [0.4, 0.4, -0.8], [-0.1, 0.3, 0.1], [1.1, -0.4, -0.2], [-0.8, -0.8, -0.1], [0.0, 0.7, 0.0], [-0.5, 0.4, 0.6], [0.3, 0.0, 0.3], [-1.0, -0.2, -0.3], [-0.3, 0.0, -0.8], [0.1, 0.4, -0.2], [-0.1, -0.4, 1.6]],
  "mulliken_charge": [-0.690, 0.447, -0.326, -0.871, -0.444, -0.304, -0.479, 0.358, -0.409, 0.390, 0.277, 0.277, 0.256, 0.378, 0.397, 0.371, 0.378, 0.316, 0.276, 0.296, 0.604, 0.181, -0.679]
}


Record 5
{
  "formula": "C5H11NO",
  "method": "the ωB97M-V functional and the def2-TZVPD basis",
  "total_energy_ev": -8896.8408,
  "orbital_gap_ev": 8.62,
  "e_lumo_ha": 0.040,
  "relative_energy_ev": 4.8565,
  "symbols": ["C", "C", "C", "C", "C", "O", "N", "H", "H", "H", "H", "H", "H", "H", "H", "H", "H", "H"],
  "coordinates": [[-0.6778, -0.9236, -0.8035], [0.2813, -0.4370, -1.7951], [-0.3304, -2.0644, 0.1155], [0.2668, 1.1913, 1.9958], [0.2674, 0.9571, 0.5215], [0.1307, 0.5778, -2.5191], [0.3097, 2.0189, -0.2142], [0.2175, 1.9037, -1.2371], [-1.5722, -0.3339, -0.6533], [0.5029, 2.9590, 0.1513], [1.2616, -0.9483, -1.7513], [-0.7435, -1.4896, -2.0318], [0.5152, -2.6397, -0.2615], [-1.1683, -2.7524, 0.2307], [-0.0582, -1.6834, 1.0967], [1.0747, 0.6097, 2.4455], [-0.6644, 0.8093, 2.4202], [0.3868, 2.2453, 2.2895]],
  "forces_ev_per_angstrom": [[0.8, -1.6, -3.6], [0.1, 2.4, 0.8], [-0.1, 0.1, 0.0], [0.5, 0.4, -0.1], [-0.1, 0.2, 0.9], [0.2, -1.5, 0.7], [0.2, 0.5, -0.3], [0.3, 0.1, 0.5], [0.0, -0.1, -0.2], [-0.4, -0.1, 0.0], [-0.3, -0.3, -0.4], [-1.2, -0.4, 1.6], [0.0, 0.1, -0.1], [0.0, 0.0, 0.0], [0.0, 0.1, 0.1], [-0.1, 0.0, 0.0], [0.0, 0.0, -0.1], [0.0, 0.1, 0.1]],
  "mulliken_charge": [0.029, 0.027, -0.967, -1.133, -0.048, -0.699, -0.214, 0.278, 0.362, 0.197, 0.311, 0.106, 0.294, 0.337, 0.242, 0.270, 0.216, 0.391]
}